{
  "formula": "CH3Cl2N4",
  "method": "ωB97M-V/def2-TZVPD",
  "total_charge": 1,
  "relative_energy_kcal_mol": 74.2,
  "spin_multiplicity": 1,
  "e_homo_ev": -14.2,
  "smiles": "ClN1C=N[N@H+](Cl)N1",
  "homo_lumo_gap_ha": 0.2941,
  "e_lumo_ev": -6.23,
  "symbols": ["C", "N", "N", "N", "N", "Cl", "Cl", "H", "H", "H"],
  "xyz": [[-0.588, -0.569, -1.082], [-0.299, 0.682, -1.224], [-0.186, 0.189, 0.930], [-0.425, -0.943, 0.166], [0.071, 1.152, 0.057], [-0.062, -2.464, 0.779], [2.092, 1.122, -0.185], [-0.933, -1.217, -1.794], [0.322, -0.055, 1.859], [0.007, 2.104, 0.494]],
  "nbo_charge": [0.261, -0.205, -0.213, -0.232, -0.042, 0.320, -0.142, 0.268, 0.477, 0.508]
}


{
  "formula": "C22H30Cl2N2O4S5Tb",
  "method": "ωB97M-V/def2-TZVPD",
  "total_charge": 1,
  "relative_energy_kcal_mol": 56.9,
  "spin_multiplicity": 7,
  "e_homo_ev": [-10.7, -10.7],
  "homo_lumo_gap_ha": [0.2887, 0.2896],
  "e_lumo_ev": [-2.86, -2.85],
  "symbols": ["Tb", "C", "C", "S", "C", "C", "S", "C", "C", "S", "C", "C", "S", "H", "H", "H", "H", "H", "H", "H", "H", "H", "H", "H", "H", "H", "H", "H", "H", "Cl", "C", "C", "C", "Cl", "C", "O", "C", "C", "O", "C", "H", "H", "H", "C", "N", "C", "C", "C", "O", "N", "C", "O", "H", "H", "H", "H", "H", "C", "S", "C", "H", "H", "H", "H", "H", "H"],
  "xyz": [[-0.165, 0.215, -0.139], [-1.216, -3.669, 0.634], [0.245, -3.548, 1.051], [0.507, -1.997, 1.916], [2.279, -2.083, 2.239], [3.166, -2.165, 1.004], [2.993, -0.700, -0.026], [3.515, -1.351, -1.619], [2.556, -2.366, -2.231], [0.906, -1.663, -2.384], [-0.098, -3.157, -2.472], [-1.547, -2.903, -2.077], [-1.841, -2.324, -0.394], [-1.857, -3.697, 1.516], [-1.383, -4.601, 0.092], [0.897, -3.613, 0.180], [0.498, -4.368, 1.728], [2.461, -2.948, 2.879], [2.483, -1.194, 2.836], [2.927, -3.052, 0.421], [4.206, -2.260, 1.322], [4.510, -1.789, -1.530], [3.613, -0.477, -2.266], [2.507, -3.277, -1.631], [2.913, -2.650, -3.222], [0.352, -3.912, -1.827], [-0.077, -3.545, -3.492], [-2.124, -3.818, -2.221], [-1.994, -2.130, -2.701], [-1.935, 4.859, -5.658], [-1.775, 3.544, -4.542], [-1.686, 2.236, -5.028], [-1.559, 1.168, -4.172], [-1.524, -0.434, -4.850], [-1.488, 1.340, -2.777], [-1.336, 0.338, -1.954], [-1.609, 2.670, -2.314], [-1.618, 2.983, -0.912], [-1.422, 2.190, 0.017], [-1.753, 3.759, -3.194], [-1.728, 2.058, -6.095], [-1.823, 4.030, -0.655], [-1.843, 4.763, -2.796], [1.432, 3.145, 4.566], [1.456, 2.807, 3.139], [1.721, 3.772, 2.220], [1.734, 3.540, 0.895], [1.409, 2.218, 0.469], [1.254, 1.863, -0.753], [1.164, 1.255, 1.388], [1.210, 1.489, 2.748], [1.059, 0.613, 3.577], [2.213, 3.874, 4.767], [1.614, 2.244, 5.140], [0.462, 3.557, 4.842], [1.932, 4.752, 2.630], [1.963, 4.317, 0.183], [-2.716, -1.096, 3.013], [-2.072, 0.448, 2.358], [-3.625, 1.126, 1.754], [-3.456, -0.879, 3.783], [-1.892, -1.644, 3.465], [-3.180, -1.693, 2.227], [-4.005, 0.574, 0.895], [-3.452, 2.160, 1.472], [-4.353, 1.093, 2.563]],
  "lowdin_charge": [1.318, -0.498, -0.500, 0.858, -0.485, -0.494, 0.898, -0.509, -0.506, 0.868, -0.490, -0.509, 0.848, 0.072, 0.095, 0.049, 0.100, 0.094, 0.066, 0.061, 0.094, 0.093, 0.086, 0.066, 0.092, 0.067, 0.095, 0.093, 0.034, 0.694, -0.658, -0.096, -0.541, 0.740, -0.352, -0.310, -0.120, -0.135, -0.156, -0.044, 0.115, 0.148, 0.123, 0.008, -0.033, -0.029, 0.028, -0.548, -0.153, -0.031, -0.514, 0.024, 0.095, 0.090, 0.102, 0.140, 0.123, -0.392, 0.768, -0.369, 0.049, 0.017, 0.027, 0.053, 0.030, 0.048]
}


{
  "formula": "C21H16IrN7O2S",
  "method": "ωB97M-V/def2-TZVPD",
  "total_charge": 3,
  "relative_energy_kcal_mol": 21.4,
  "spin_multiplicity": 2,
  "e_homo_ev": [-17.9, -17.9],
  "homo_lumo_gap_ha": [0.2378, 0.1902],
  "e_lumo_ev": [-11.40, -12.69],
  "symbols": ["Ir", "N", "C", "N", "C", "N", "C", "C", "N", "C", "C", "N", "H", "H", "H", "H", "H", "O", "S", "O", "N", "C", "C", "C", "C", "C", "C", "C", "C", "N", "C", "C", "C", "C", "C", "C", "C", "H", "H", "H", "H", "H", "H", "H", "H", "H", "H", "H"],
  "xyz": [[0.770, -0.917, -0.571], [0.333, -2.450, -4.454], [0.009, -2.657, -3.190], [0.735, -1.811, -2.453], [1.492, -1.125, -3.372], [1.270, -1.486, -4.596], [2.445, -0.180, -2.815], [3.359, 0.606, -3.495], [4.238, 1.368, -2.853], [4.226, 1.342, -1.530], [3.302, 0.594, -0.805], [2.412, -0.152, -1.464], [-0.017, -2.932, -5.276], [-0.702, -3.390, -2.843], [3.375, 0.609, -4.580], [4.962, 1.940, -1.005], [3.266, 0.600, 0.274], [0.021, 2.834, -0.120], [-0.676, 1.667, -0.520], [-0.286, 0.949, -1.743], [-0.157, 0.380, 0.534], [-0.208, 0.232, 1.860], [-0.869, 1.029, 2.820], [-0.788, 0.668, 4.151], [-0.070, -0.458, 4.562], [0.611, -1.295, 3.624], [1.354, -2.449, 3.952], [1.970, -3.159, 2.943], [1.849, -2.736, 1.621], [1.143, -1.649, 1.290], [0.537, -0.935, 2.286], [-2.381, 1.838, -0.417], [-2.876, 3.112, -0.130], [-4.250, 3.287, -0.107], [-5.092, 2.208, -0.344], [-4.579, 0.941, -0.626], [-3.215, 0.745, -0.673], [-1.421, 1.909, 2.512], [-1.289, 1.271, 4.898], [-0.019, -0.704, 5.617], [1.438, -2.772, 4.983], [2.552, -4.045, 3.157], [2.318, -3.275, 0.809], [-2.204, 3.941, 0.049], [-4.663, 4.267, 0.090], [-6.164, 2.351, -0.313], [-5.253, 0.119, -0.821], [-2.807, -0.228, -0.915]],
  "nbo_charge": [1.244, -0.283, 0.267, -0.574, 0.293, -0.145, 0.122, 0.079, -0.255, 0.051, 0.035, -0.331, 0.473, 0.267, 0.265, 0.258, 0.241, -0.835, 2.291, -0.936, -0.704, 0.199, -0.116, -0.176, 0.035, -0.135, -0.020, -0.223, 0.149, -0.456, 0.236, -0.373, -0.165, -0.188, -0.105, -0.180, -0.196, 0.270, 0.282, 0.266, 0.275, 0.287, 0.251, 0.265, 0.263, 0.259, 0.253, 0.220]
}


{
  "formula": "C24H42F6NO4P",
  "method": "ωB97M-V/def2-TZVPD",
  "spin_multiplicity": 1,
  "e_homo_ev": -8.2,
  "smiles": "[PH4]CCCCCCCCCCCCn1cccc1.CCOC(=O)C(F)(F)F.CCOC(=O)C(F)(F)F",
  "homo_lumo_gap_ha": 0.3255,
  "e_lumo_ev": 0.69,
  "symbols": ["P", "C", "C", "C", "C", "C", "C", "C", "C", "C", "C", "C", "C", "N", "C", "C", "C", "C", "H", "H", "H", "H", "H", "H", "H", "H", "H", "H", "H", "H", "H", "H", "H", "H", "H", "H", "H", "H", "H", "H", "H", "H", "H", "H", "H", "H", "H", "H", "H", "H", "C", "C", "O", "C", "O", "C", "F", "F", "F", "H", "H", "H", "H", "H", "C", "C", "O", "C", "O", "C", "F", "F", "F", "H", "H", "H", "H", "H"],
  "xyz": [[4.555, -0.278, 3.135], [4.421, -0.499, 1.243], [3.175, 0.195, 0.688], [3.453, 1.403, -0.212], [4.528, 2.386, 0.285], [4.144, 3.865, 0.187], [3.431, 4.435, 1.413], [2.183, 3.715, 1.934], [0.842, 4.260, 1.434], [0.609, 4.119, -0.080], [-0.307, 2.954, -0.448], [-1.706, 3.014, 0.183], [-2.001, 1.762, 1.012], [-3.410, 1.515, 1.228], [-4.316, 2.282, 1.915], [-5.549, 1.638, 1.875], [-5.382, 0.440, 1.143], [-4.047, 0.397, 0.768], [3.502, -1.224, 3.326], [5.943, -0.628, 3.099], [4.144, 1.084, 3.067], [4.655, -0.141, 4.589], [4.387, -1.576, 1.094], [5.343, -0.144, 0.783], [2.550, 0.502, 1.533], [2.580, -0.512, 0.117], [2.516, 1.958, -0.269], [3.663, 1.072, -1.224], [5.403, 2.249, -0.349], [4.863, 2.163, 1.296], [5.067, 4.434, 0.079], [3.601, 4.026, -0.743], [4.167, 4.416, 2.217], [3.203, 5.489, 1.257], [2.172, 3.836, 3.018], [2.220, 2.643, 1.760], [0.066, 3.713, 1.967], [0.761, 5.303, 1.731], [0.185, 5.043, -0.466], [1.563, 3.957, -0.571], [-0.417, 2.922, -1.529], [0.195, 2.027, -0.166], [-2.482, 3.146, -0.564], [-1.766, 3.882, 0.839], [-1.612, 0.900, 0.480], [-1.454, 1.826, 1.953], [-4.051, 3.212, 2.379], [-6.459, 1.984, 2.330], [-6.131, -0.295, 0.932], [-3.558, -0.368, 0.197], [6.569, -5.908, -0.918], [5.661, -5.843, -2.126], [4.727, -4.749, -2.019], [5.191, -3.555, -2.349], [6.290, -3.287, -2.731], [4.069, -2.511, -2.205], [3.411, -2.666, -1.051], [3.192, -2.641, -3.209], [4.569, -1.281, -2.244], [5.980, -5.971, -0.002], [7.211, -6.786, -0.982], [7.200, -5.023, -0.853], [5.043, -6.735, -2.195], [6.226, -5.749, -3.052], [-8.145, -1.124, -1.325], [-9.264, -2.030, -0.865], [-9.638, -2.967, -1.895], [-8.870, -4.038, -2.014], [-7.910, -4.314, -1.358], [-9.421, -4.945, -3.130], [-9.730, -4.236, -4.221], [-10.529, -5.565, -2.704], [-8.525, -5.866, -3.465], [-8.420, -0.615, -2.249], [-7.931, -0.374, -0.565], [-7.233, -1.689, -1.516], [-10.166, -1.459, -0.662], [-8.997, -2.573, 0.041]],
  "lowdin_charge": [0.658, -0.432, -0.286, -0.200, -0.200, -0.213, -0.194, -0.201, -0.193, -0.194, -0.200, -0.176, -0.147, -0.127, -0.091, -0.102, -0.103, -0.100, -0.016, -0.031, -0.030, -0.107, 0.050, 0.067, 0.071, 0.090, 0.073, 0.103, 0.107, 0.085, 0.105, 0.098, 0.105, 0.112, 0.108, 0.081, 0.092, 0.109, 0.112, 0.079, 0.111, 0.097, 0.116, 0.103, 0.116, 0.126, 0.110, 0.085, 0.069, 0.110, -0.059, -0.193, 0.033, -0.404, 0.174, -0.545, 0.158, 0.171, 0.172, 0.084, 0.083, 0.078, 0.125, 0.126, -0.058, -0.190, 0.033, -0.406, 0.172, -0.553, 0.168, 0.167, 0.175, 0.086, 0.067, 0.081, 0.125, 0.126]
}


Number 3 is which compound? C21H16IrN7O2S